[1]
The following is a DFT calculation (ωB97M-V/def2-TZVPD) of C5H8N2 in the gas phase.

The geometry in XYZ format:
```
15
Properties=species:S:1:pos:R:3:forces:R:3
C 1.7101 -0.6927 1.2702 -0.038 0.104 -0.105
C 1.2257 0.0800 0.3067 0.131 -0.135 0.150
C -0.1495 0.7043 0.3369 0.018 -0.117 0.111
N -0.1025 2.1253 0.0325 -0.127 0.006 -0.191
C -0.9895 -0.1343 -0.5763 -0.265 0.019 -0.343
N -1.7354 -0.0973 -1.5842 0.329 0.215 0.399
C -1.3785 -1.4608 -0.9905 -0.031 -0.399 0.042
H 2.6774 -1.1774 1.1802 -0.105 0.110 0.008
H 1.1503 -0.8738 2.1856 0.068 0.029 -0.136
H 1.7894 0.2367 -0.6142 -0.035 0.021 0.153
H -0.5618 0.5824 1.3474 0.075 -0.027 -0.117
H -1.0395 2.5176 0.0431 0.096 -0.040 -0.009
H 0.2600 2.2706 -0.9059 -0.030 -0.012 0.080
H -2.1645 -2.0000 -0.4633 0.050 0.113 -0.112
H -0.6919 -2.0805 -1.5682 -0.135 0.112 0.070
```
Positions in Å, forces in eV/Å.

- HOMO energy (Eh) = -0.352
- spin multiplicity = 1
- energy above the lowest of the compared OMol25 structures with the same formula, charge and spin (kcal per mole) = 63.9
- total charge = 0
- frontier orbital gap (eV) = 10.681
- structure (SMILES) = C=C[C@@H](N)C1=NC1

***

[2]
The following is a DFT calculation (ωB97M-V/def2-TZVPD) of a molecular structure, C42H49GeN9ORbSb at a distorted geometry.

The geometry in XYZ format:
```
104
Properties=species:S:1:pos:R:3:forces:R:3
Rb 0.2825 -0.5526 -0.1775 -0.036 0.532 0.353
C 2.8086 2.5494 2.7990 0.143 0.254 -0.222
C 3.7208 3.3421 2.1094 -0.306 -0.260 0.356
C 3.6524 3.3994 0.7359 -0.213 -0.145 -0.414
C 2.6575 2.6751 0.0546 0.161 -0.007 1.344
N 1.7825 1.9156 0.7358 0.314 0.152 -0.692
C 1.8686 1.8570 2.0475 0.174 0.149 0.561
C 2.4889 2.7810 -1.3937 0.025 0.176 -1.777
C 3.4387 3.4448 -2.2169 0.033 -0.219 1.072
C 3.1373 3.6064 -3.5601 -0.463 -0.043 -0.673
C 1.9490 3.1358 -4.0628 0.470 0.120 0.136
C 1.0693 2.4339 -3.1877 -0.890 -0.124 -1.278
N 1.3782 2.2696 -1.8988 0.520 -0.087 1.499
C -0.2016 1.9177 -3.6280 0.907 0.454 0.163
C -0.7019 2.1135 -4.9359 -0.284 -0.005 -0.469
C -1.9494 1.6528 -5.2691 0.302 0.161 -0.021
C -2.7205 1.0036 -4.2969 -0.342 -0.194 0.017
C -2.1435 0.8148 -3.0498 -0.309 0.003 -0.245
N -0.9391 1.2260 -2.7188 0.008 -0.421 0.605
H 2.8355 2.4732 3.8756 -0.071 -0.056 0.037
H 4.4764 3.9071 2.6427 0.013 -0.026 0.012
H 4.3572 4.0117 0.1925 -0.063 0.014 -0.058
H 1.1259 1.2383 2.5381 -0.029 -0.093 0.123
H 4.3800 3.8079 -1.8347 0.016 0.014 0.099
H 3.8348 4.1213 -4.2125 0.010 -0.006 -0.012
H 1.7023 3.2841 -5.1004 -0.002 0.018 -0.131
H -0.1101 2.6270 -5.6786 0.035 0.027 -0.045
H -2.3360 1.7926 -6.2723 0.011 0.042 -0.022
H -3.7201 0.6578 -4.5136 -0.078 -0.055 0.066
H -2.6908 0.3022 -2.2665 -0.127 -0.116 0.082
N -1.1521 -2.5612 4.2556 -0.214 -0.010 -0.762
C -0.7684 -1.4315 3.6258 -0.027 -0.266 0.337
N -1.0449 -1.5031 2.3584 -0.010 -0.422 -0.605
C -1.6190 -2.7382 2.2064 0.721 0.789 2.455
N -1.7101 -3.4088 3.3630 0.020 0.141 -0.566
C -2.0596 -3.2689 0.9524 -0.522 -0.227 -2.317
C -2.6740 -4.5294 0.8891 0.172 0.246 0.613
N -3.0787 -5.0906 -0.2292 0.179 0.535 -1.184
C -2.8553 -4.3662 -1.3490 -0.312 -0.743 0.884
C -2.2666 -3.1175 -1.3052 0.014 0.213 -0.392
N -1.8677 -2.5398 -0.1830 -0.222 -0.987 1.528
H -1.0919 -2.8194 5.2260 -0.011 0.088 -0.113
H -0.3068 -0.6057 4.1257 0.074 0.281 0.173
H -2.8349 -5.0922 1.8005 0.042 0.071 0.068
H -3.1772 -4.8258 -2.2733 0.045 0.132 -0.120
H -2.1115 -2.5484 -2.2150 0.064 -0.005 -0.036
C 0.7091 -1.2850 -4.1323 0.047 -0.055 -0.531
O 0.3894 -1.2869 -2.7725 -0.062 0.080 0.378
H -0.1411 -0.9615 -4.7493 0.080 0.017 0.024
H 0.9664 -2.3106 -4.4013 0.035 0.010 -0.048
H 1.5674 -0.6385 -4.3591 -0.075 -0.037 0.036
H 0.1146 -0.3807 -2.5329 -0.202 0.084 -0.658
C 5.1413 0.2944 3.3794 0.174 0.017 0.099
C 5.2842 0.3830 2.0024 0.237 0.074 0.211
C 4.4626 -0.3358 1.1619 -0.195 -0.308 -0.152
C 3.4627 -1.1787 1.6796 0.818 0.476 0.584
C 3.3213 -1.2428 3.0752 -0.085 -0.171 -0.259
C 4.1533 -0.5273 3.9040 0.246 0.096 0.292
H 5.7881 0.8596 4.0396 0.007 0.030 -0.006
H 6.0559 1.0195 1.5841 -0.044 0.034 -0.036
H 4.5780 -0.2594 0.0890 -0.048 -0.012 -0.053
H 2.5463 -1.8753 3.4878 -0.101 -0.054 -0.036
H 4.0414 -0.6084 4.9800 -0.038 0.010 0.014
N 2.5415 -1.8065 0.8841 -0.658 0.242 0.406
C 2.7497 -2.4918 -0.1632 -0.902 -0.439 -0.397
C 3.9252 -3.0619 -0.6954 0.677 -0.329 -0.537
C 4.4380 -4.2973 -0.2287 -0.220 0.346 0.282
C 5.4387 -4.9526 -0.9048 0.353 -0.093 -0.163
C 5.9821 -4.4259 -2.0711 0.159 -0.172 -0.092
C 5.4845 -3.2191 -2.5558 0.215 -0.068 -0.104
C 4.4760 -2.5586 -1.9037 -0.164 0.246 0.315
H 4.0300 -4.7253 0.6798 -0.045 0.019 0.002
H 5.8325 -5.8813 -0.5045 -0.042 -0.043 -0.012
H 6.7761 -4.9399 -2.5963 0.031 -0.059 -0.012
H 5.9002 -2.7923 -3.4623 -0.007 0.003 -0.026
H 4.0815 -1.6298 -2.3044 -0.025 -0.051 -0.006
C -5.8923 1.3134 -1.4037 -0.064 -0.278 0.266
Ge -5.3173 0.2595 0.2095 -0.252 0.484 -0.438
C -5.3630 -1.6302 -0.4796 0.089 0.406 0.244
C -6.8992 0.3897 1.4502 0.537 -0.078 -0.210
C -3.6716 1.1747 0.6778 -0.726 -0.682 -0.082
H -6.8843 1.0537 -1.7690 -0.211 -0.131 -0.031
H -5.1846 1.1570 -2.2136 0.172 -0.041 -0.112
H -5.8811 2.3746 -1.1707 0.036 0.129 0.123
H -6.3651 -1.8778 -0.8206 -0.215 0.006 -0.048
H -5.0690 -2.3592 0.2678 0.067 -0.139 0.249
H -4.6860 -1.7391 -1.3211 0.121 0.083 -0.177
H -7.8150 0.1635 0.9095 -0.090 -0.070 -0.190
H -6.9960 1.3860 1.8672 0.060 0.238 0.049
H -6.8198 -0.3074 2.2784 0.077 -0.158 0.172
H -2.8566 0.6645 0.1466 0.106 0.022 -0.201
C -4.4582 2.8386 3.3544 0.204 -0.279 -0.047
Sb -2.8222 1.5865 2.6379 -0.226 0.408 0.523
C -1.6185 2.1966 4.6830 -0.242 -0.024 -0.368
C -1.6192 3.0754 1.6538 -0.026 -0.085 0.225
H -4.0994 3.8395 3.5721 0.138 0.162 0.018
H -4.8622 2.4106 4.2693 -0.020 -0.045 0.133
H -5.2450 2.8925 2.6100 -0.072 -0.016 -0.192
H -1.7590 3.2652 4.8146 -0.025 0.311 0.069
H -0.5718 2.0092 4.4644 0.369 -0.069 -0.028
H -1.9053 1.6766 5.5931 -0.146 -0.220 0.158
H -1.2437 3.8227 2.3434 0.133 0.115 0.214
H -2.2232 3.5417 0.8836 -0.119 -0.017 -0.078
H -0.7828 2.5764 1.1780 0.219 -0.017 -0.183
```
Positions in Å, forces in eV/Å.

- HOMO energy (alpha / beta) (Eh) = -0.023 / 0.008
- spin multiplicity = 1
- energy above the lowest of the compared OMol25 structures with the same formula, charge and spin (kcal per mole) = 15.0
- total charge = -2
- frontier orbital gap (alpha / beta) (eV) = 4.143 / 3.261

***

[3]
The following is a DFT calculation (ωB97M-V/def2-TZVPD) of 12 unconnected molecules or ions with the total composition C57H48Cl12F6O6 at a distorted geometry.

The geometry in XYZ format:
```
129
Properties=species:S:1:pos:R:3:forces:R:3
Cl 1.9680 9.7356 0.5031 0.332 0.507 0.238
C 3.2601 10.9671 0.4852 -0.592 0.752 -0.669
Cl 4.8101 10.2125 0.4611 0.605 -0.448 0.100
Cl 3.0938 11.9289 -1.0596 -0.084 -0.341 0.834
Cl 3.1727 12.0816 1.8834 -0.266 -0.481 -0.502
Cl -4.2932 8.2786 -2.6389 -0.096 0.701 -0.739
C -3.3539 9.0081 -3.9854 0.297 0.361 0.281
Cl -1.7814 8.2831 -3.9199 0.891 -0.750 -0.189
Cl -4.0743 8.6637 -5.5877 -0.016 0.463 0.894
Cl -2.9934 10.7775 -3.7166 -1.069 -0.788 -0.244
Cl -0.6501 5.4542 5.5334 -0.180 -0.180 -0.107
C -0.8416 3.9097 6.3760 0.826 -0.208 -0.087
Cl -0.2175 4.1410 8.0328 -0.471 -0.241 -0.251
Cl -2.5379 3.3984 6.3490 0.596 0.079 0.113
Cl 0.2237 2.6725 5.5749 -0.763 0.537 0.316
O -3.4077 -10.6037 -0.1355 -0.616 -0.729 0.932
C -3.0354 -9.3641 0.2972 0.444 -0.268 -1.329
C -2.5575 -8.4477 -0.5684 1.568 2.126 -1.185
C -1.9812 -7.2361 -0.1354 0.037 0.029 1.450
C -1.9529 -6.9325 1.2419 -1.961 -1.886 0.908
O -1.4307 -5.7993 1.7469 1.156 1.334 -0.877
C -2.5411 -7.8705 2.1569 0.949 0.318 -2.015
C -2.9875 -9.0670 1.6228 -0.804 -0.870 1.785
H -3.3414 -10.7531 -1.0815 0.173 0.546 -0.012
H -2.4518 -8.6648 -1.6211 -0.230 -0.112 -0.211
H -1.4778 -6.5559 -0.8064 -0.185 0.001 -0.231
H -1.7918 -5.4667 2.5719 -0.324 -0.595 -0.005
H -2.4923 -7.6866 3.2200 -0.113 -0.068 0.064
H -3.3266 -9.9072 2.2106 -0.080 0.196 0.734
O 3.7375 -4.9631 1.6331 0.559 -0.688 -0.961
C 4.6977 -4.4329 2.4666 -2.046 1.073 0.889
C 4.4458 -3.1577 3.0448 1.684 -0.409 0.502
C 5.3379 -2.6723 4.0216 -2.328 -0.630 -1.720
C 6.4049 -3.4347 4.4165 -0.066 -0.487 -1.346
O 7.0801 -2.9714 5.4514 2.456 -0.069 2.134
C 6.7558 -4.6234 3.7689 -2.213 0.269 -0.824
C 5.7865 -5.1731 2.8335 2.905 0.777 1.417
H 2.8222 -4.8548 1.9015 0.238 0.375 0.428
H 3.6023 -2.5549 2.7423 -0.135 -0.137 -0.092
H 5.1221 -1.7437 4.5290 0.026 0.130 0.022
H 7.1395 -2.0154 5.5146 -0.298 -0.001 -0.257
H 7.6918 -5.1237 3.9690 -0.139 -0.121 0.212
H 6.0966 -6.1320 2.4452 -0.662 -0.080 -0.413
O -0.5398 -2.4889 11.2490 -0.236 0.637 2.440
C -1.1007 -2.3807 10.0428 1.209 -1.010 -2.089
C -2.3390 -1.8225 9.8101 0.545 -0.498 1.033
C -2.8773 -1.8433 8.5374 -0.496 1.449 2.475
C -2.1121 -2.2123 7.4820 -0.620 -0.111 0.397
O -2.5718 -2.0300 6.2533 0.301 -0.242 -3.155
C -0.8754 -2.7958 7.6471 0.174 -0.167 1.667
C -0.3596 -2.8954 8.9827 -1.181 -0.208 -2.497
H -0.0066 -3.2784 11.3669 -0.017 0.020 -0.370
H -2.8179 -1.4467 10.7022 -0.576 0.093 -0.192
H -3.8604 -1.3966 8.5167 -0.176 -0.060 -0.843
H -3.4972 -1.8448 6.0771 -0.018 0.022 0.892
H -0.4973 -3.2004 6.7198 0.809 -0.116 0.283
H 0.5252 -3.4817 9.1826 0.286 0.200 -0.061
F -1.4814 -3.8532 -5.5788 -0.168 0.678 0.463
C -1.4429 -4.9478 -6.3218 0.969 -1.846 -1.092
C -2.5983 -5.7179 -6.5242 0.506 -0.914 -1.766
C -2.5524 -6.8444 -7.4167 2.101 1.478 1.366
C -1.2979 -7.2195 -7.9640 -0.809 -0.009 0.725
C -0.1096 -6.5349 -7.6325 -1.678 1.056 0.143
C -0.1783 -5.3518 -6.8613 -1.228 -1.203 -0.212
H -3.6044 -5.5018 -6.1963 0.278 0.613 0.584
H -3.4804 -7.3907 -7.4990 0.183 -0.222 -0.521
H -1.2679 -8.0984 -8.5911 0.156 -0.048 -0.103
H 0.8414 -6.8383 -8.0445 -0.001 -0.102 0.019
H 0.7696 -4.8553 -6.7151 -0.310 0.520 0.403
F -7.4758 0.0480 3.0128 -0.039 0.718 -0.898
C -7.8412 0.6709 1.8478 -0.576 1.266 -0.421
C -8.3854 -0.1090 0.8259 -0.072 -0.305 0.734
C -8.8759 0.4740 -0.3216 0.522 2.049 -0.632
C -8.7098 1.8598 -0.5168 -0.909 -0.346 0.811
C -8.2297 2.6626 0.5259 0.365 -0.527 -0.935
C -7.7872 2.1027 1.6988 0.478 -2.215 0.752
H -8.5215 -1.1760 0.9223 0.228 -0.091 0.410
H -9.3753 -0.0659 -1.1125 0.127 -0.396 0.144
H -9.1413 2.3279 -1.3892 0.211 0.002 -0.198
H -8.0812 3.7246 0.3969 -0.264 0.103 -0.098
H -7.3410 2.7527 2.4369 -0.058 -0.261 0.332
F -2.0408 2.8778 1.0946 0.957 -0.399 -0.753
C -1.2121 2.2521 0.1959 0.356 -0.233 -0.877
C -1.1850 0.8456 0.1546 -0.393 0.888 0.590
C -0.4616 0.2131 -0.8133 1.311 0.469 -1.328
C 0.2965 0.9489 -1.7673 -1.563 -0.313 0.288
C 0.2231 2.3384 -1.7833 0.325 -0.960 1.192
C -0.4713 2.9973 -0.7525 -1.172 -0.387 0.317
H -1.7349 0.1980 0.8214 -0.262 0.448 0.328
H -0.5009 -0.8659 -0.8392 0.166 -0.074 -0.140
H 0.7244 0.4496 -2.6241 0.361 -0.185 0.190
H 0.8147 2.8118 -2.5529 -0.299 0.619 0.078
H -0.6172 4.0673 -0.7716 0.212 0.133 0.123
F 7.6796 2.6715 2.4761 0.113 -0.284 -0.462
C 6.7730 3.4676 3.0429 -0.919 0.840 0.457
C 5.5668 3.7432 2.4329 -0.092 -1.221 -0.949
C 4.6243 4.5810 2.9953 0.951 1.582 1.919
C 4.9911 5.2577 4.1955 1.188 -1.567 1.029
C 6.1867 4.8760 4.9058 -1.421 0.426 -2.167
C 7.0650 4.0196 4.2549 0.976 0.522 0.857
H 5.4136 3.1873 1.5197 -0.414 0.156 -0.268
H 3.6517 4.8194 2.5910 0.123 -0.244 -0.444
H 4.3831 5.9827 4.7161 -0.470 -0.031 -0.356
H 6.4453 5.2962 5.8665 -0.057 0.150 -0.059
H 8.0783 3.8921 4.6062 0.004 -0.339 0.445
F 9.4843 2.5764 -4.2226 -1.348 -0.283 -0.012
C 8.1528 2.6583 -4.5978 0.997 -0.318 -0.362
C 7.8294 3.7315 -5.3785 -1.370 1.292 -0.362
C 6.4785 3.9401 -5.7717 0.853 -0.785 0.739
C 5.5484 2.9643 -5.4268 0.436 0.288 -0.898
C 5.9519 1.8123 -4.7836 -0.375 -0.008 0.735
C 7.2437 1.6547 -4.3052 0.501 0.170 0.216
H 8.5979 4.4588 -5.5949 0.019 0.045 -0.101
H 6.1471 4.8241 -6.2962 0.282 0.069 -0.105
H 4.5241 3.0212 -5.7646 -0.092 0.236 0.071
H 5.1499 1.1189 -4.5773 0.312 -0.476 0.174
H 7.5863 0.8340 -3.6924 -0.220 -0.230 -0.089
F -6.5510 2.9782 -8.0753 0.492 -0.084 0.014
C -5.2078 2.9463 -7.8939 -0.185 -0.035 0.042
C -4.6440 2.2181 -6.9048 1.698 -1.906 1.376
C -3.2316 2.1442 -6.7649 -0.418 0.598 -0.953
C -2.3935 2.9201 -7.5704 -1.232 0.700 -0.129
C -3.0119 3.7660 -8.5274 0.000 -1.298 0.763
C -4.3881 3.6588 -8.7198 0.251 1.560 -0.956
H -5.1585 1.5105 -6.2716 -0.634 0.307 -0.002
H -2.8088 1.4326 -6.0712 -0.059 0.094 0.203
H -1.3217 2.9290 -7.4378 0.030 -0.075 -0.003
H -2.4200 4.4508 -9.1165 -0.048 -0.089 -0.191
H -4.8836 4.2172 -9.5002 0.106 0.234 -0.150
```
Positions in Å, forces in eV/Å.

- HOMO energy (Eh) = -0.297
- spin multiplicity = 1
- total charge = 0
- frontier orbital gap (eV) = 7.959
- structure (SMILES) = ClC(Cl)(Cl)Cl.ClC(Cl)(Cl)Cl.ClC(Cl)(Cl)Cl.Oc1ccc(O)cc1.Oc1ccc(O)cc1.Oc1ccc(O)cc1.Fc1ccccc1.Fc1ccccc1.Fc1ccccc1.Fc1ccccc1.Fc1ccccc1.Fc1ccccc1